{"formula": "C9H14ClN3OP", "method": "wB97M-V/def2-TZVPD", "gap_ha": 0.3268, "lumo_energy_ev": -4.05, "total_charge": 1, "elements": ["C", "C", "C", "C", "C", "C", "C", "C", "C", "N", "N", "N", "O", "P", "Cl", "H", "H", "H", "H", "H", "H", "H", "H", "H", "H", "H", "H", "H", "H"], "positions_angstrom": [[-4.29146, 0.72039, 0.97936], [-3.29694, 0.14853, 1.71775], [-4.12157, 0.95863, -0.37704], [-2.04608, -0.22352, 1.14649], [-2.87325, 0.67076, -0.94726], [-1.81764, 0.15814, -0.15765], [2.08307, -0.60242, 0.03913], [1.66948, -1.62418, -2.10536], [4.44763, -0.51973, 0.89245], [2.49319, -1.13195, -1.10179], [2.95773, -0.44347, 1.00569], [0.80488, -0.38909, 0.32485], [0.15935, 0.49340, -2.12694], [-0.19729, 0.11850, -0.79440], [-1.60513, 3.29618, 0.58407], [-5.22570, 0.98935, 1.56008], [-3.34990, 0.00273, 2.74455], [-4.93002, 1.47380, -0.98131], [-1.27531, -0.54395, 1.71397], [-2.81630, 0.75721, -2.06510], [1.96544, -2.59268, -2.59977], [0.64259, -1.79397, -1.65201], [1.50624, -0.70402, -2.68285], [4.59991, -1.45011, 0.41250], [4.86448, 0.28151, 0.34389], [4.65737, -0.63408, 1.94244], [3.39413, -1.56484, -1.10022], [2.72357, 0.22352, 1.71323], [-1.12247, 3.92535, 1.57125]], "atomic_forces_ev_per_a": [[-1.7, 0.6, 1.0], [2.5, -1.0, -1.4], [0.0, 0.6, -1.0], [-3.3, 2.4, -0.8], [-1.0, 0.0, -1.2], [-0.7, -0.2, -1.2], [0.2, -0.9, -0.1], [-2.9, -0.4, -1.4], [-2.8, -1.2, 0.7], [2.0, -0.9, 1.3], [1.8, 1.3, 0.6], [-1.6, 1.1, -0.9], [-0.3, 1.6, -1.6], [-0.2, -0.9, 2.8], [-0.1, -0.1, -0.3], [1.1, -0.2, -1.1], [-0.6, -0.3, 1.7], [1.1, -1.0, 0.7], [2.2, -1.2, 1.9], [0.5, 0.3, 1.3], [0.2, 1.4, 0.5], [1.0, -0.5, -0.6], [0.0, -1.5, -1.3], [0.9, -1.0, -0.4], [0.6, 1.0, -0.2], [1.2, 0.3, 0.1], [0.6, 0.3, 0.2], [-0.8, 0.0, 0.3], [0.2, 0.3, 0.4]], "nbo_charge": [-0.15, -0.19, -0.20, -0.11, -0.15, -0.54, 0.65, -0.43, -0.41, -0.55, -0.53, -0.98, -0.98, 2.18, -0.27, 0.24, 0.23, 0.25, 0.23, 0.25, 0.25, 0.17, 0.27, 0.19, 0.22, 0.24, 0.42, 0.41, 0.28]}


{"formula": "C26H28N2PdS2Si", "method": "wB97M-V/def2-TZVPD", "multiplicity": 3, "gap_ha": [0.2660, 0.2706], "lumo_energy_ev": [0.51, -0.47], "elements": ["C", "C", "C", "H", "C", "C", "H", "H", "H", "H", "Pd", "C", "H", "H", "H", "Si", "C", "C", "H", "C", "H", "C", "H", "C", "H", "C", "H", "C", "C", "H", "C", "H", "C", "H", "C", "H", "C", "H", "H", "H", "C", "C", "N", "C", "C", "S", "C", "C", "S", "C", "N", "C", "H", "H", "H", "H", "H", "H", "H", "H"], "positions_angstrom": [[-0.75401, -1.63123, 2.42732], [0.65023, -1.68279, 2.14928], [1.25001, -0.49347, 2.67808], [1.18059, -2.47899, 1.63078], [0.22189, 0.28690, 3.29358], [-1.01308, -0.41152, 3.13287], [-1.96947, -0.03885, 3.49741], [-1.49522, -2.37517, 2.14515], [2.30390, -0.22599, 2.62703], [0.33297, 1.25111, 3.78033], [-0.24205, 0.10905, 1.13538], [-0.08042, 0.24096, -0.66080], [-0.52244, -0.68203, -1.05684], [-0.61436, 1.09938, -1.07921], [0.99258, 0.24180, -0.91625], [0.12838, -2.84009, -2.89994], [-0.13213, -1.57743, -4.24044], [-0.78376, -1.93123, -5.43795], [-1.23155, -2.92227, -5.53095], [-0.83569, -1.03039, -6.50798], [-1.30373, -1.31728, -7.45034], [-0.30238, 0.26051, -6.37507], [-0.33198, 0.96498, -7.21087], [0.25895, 0.64414, -5.15308], [0.62830, 1.65867, -5.00919], [0.35739, -0.27181, -4.09673], [0.81607, 0.03462, -3.15366], [1.93451, -3.10025, -2.60006], [2.69476, -3.83904, -3.52532], [2.26723, -4.10478, -4.49485], [3.98601, -4.26463, -3.18503], [4.56607, -4.87598, -3.87949], [4.53935, -3.90249, -1.94857], [5.53997, -4.24329, -1.67691], [3.80948, -3.09219, -1.06855], [4.25189, -2.76313, -0.12897], [2.50653, -2.69976, -1.39012], [1.92079, -2.09270, -0.69695], [-0.60369, -2.50527, -1.65822], [-0.30233, -4.06062, -3.39959], [-3.04627, 0.46428, 6.32194], [-2.46615, 1.70340, 5.75104], [-2.31342, 1.98565, 4.49158], [-1.76180, 3.24591, 4.29266], [-1.50560, 3.92935, 5.48403], [-1.94457, 3.00230, 6.85904], [-1.54573, 3.82683, 2.98336], [-1.64906, 5.19616, 2.74099], [-1.26928, 5.59312, 1.12420], [-1.00572, 3.85327, 0.81831], [-1.17964, 3.09277, 1.86017], [-0.65066, 3.42997, -0.55586], [-3.85214, 0.73943, 7.01492], [-3.44101, -0.16778, 5.52128], [-2.26991, -0.07443, 6.88227], [-1.08435, 4.92827, 5.52468], [-1.93517, 5.91914, 3.49282], [-0.42284, 4.31294, -1.16403], [0.23243, 2.78176, -0.51274], [-1.50867, 2.90024, -0.99594]], "atomic_forces_ev_per_a": [[0.4, -0.2, 0.2], [0.3, -0.4, 0.4], [0.2, -0.5, 0.2], [-0.2, 0.2, 0.2], [-0.7, -0.6, 0.6], [0.3, 0.1, 1.0], [0.4, -0.2, -0.3], [0.3, 0.2, 0.1], [-0.3, -0.1, 0.0], [0.0, -0.2, -0.2], [-1.4, 1.4, 4.3], [0.7, -0.4, -5.7], [0.2, 0.3, -0.3], [0.3, -0.4, -0.1], [-0.3, 0.2, -0.4], [0.4, 1.5, 0.3], [-0.4, 0.3, -0.3], [0.4, 0.4, 0.0], [0.2, 0.2, -0.1], [0.0, 0.2, 0.1], [0.1, 0.0, 0.3], [-0.1, -0.3, 0.3], [0.0, -0.3, 0.3], [0.0, -0.2, 0.2], [0.0, -0.2, -0.1], [-0.1, 0.1, -0.5], [-0.1, -0.1, -0.3], [0.3, 0.0, 0.2], [0.4, -0.1, 0.6], [0.1, 0.0, 0.3], [-0.2, 0.3, 0.1], [-0.2, 0.2, 0.2], [-0.4, 0.2, 0.0], [-0.3, 0.1, -0.1], [0.1, 0.0, -0.2], [0.0, -0.1, -0.2], [0.4, -0.3, -0.1], [0.2, -0.2, -0.1], [0.1, -0.2, 0.0], [-0.9, -1.8, -0.7], [0.0, -0.2, 0.1], [0.4, 1.2, -0.1], [0.0, 0.3, 0.5], [-0.1, 0.0, 2.4], [-0.1, -0.4, -1.4], [-0.2, -0.5, -1.2], [0.2, 1.7, -1.6], [0.0, -1.2, 0.7], [0.0, -1.3, 0.3], [-0.3, 0.9, 1.0], [-0.1, 0.5, -0.2], [0.1, 0.1, -0.1], [0.1, -0.3, -0.2], [0.1, 0.1, 0.2], [-0.3, 0.0, -0.1], [0.0, -0.3, 0.3], [0.0, 0.1, -0.3], [-0.1, -0.2, 0.0], [-0.3, 0.2, -0.2], [0.4, 0.1, 0.0]], "lowdin_spin": [0.16, 0.12, 0.16, 0.00, 0.08, 0.07, 0.01, 0.01, 0.01, 0.01, 1.01, 0.20, 0.03, 0.04, 0.03, 0.00, 0.00, 0.00, 0.00, 0.00, 0.00, 0.00, 0.00, 0.00, 0.00, 0.00, 0.00, 0.00, 0.00, 0.00, 0.00, 0.00, 0.00, 0.00, 0.00, 0.00, 0.00, 0.00, 0.00, 0.00, 0.00, 0.00, 0.00, 0.00, 0.00, 0.00, 0.00, 0.00, 0.00, 0.00, 0.03, 0.01, 0.00, 0.00, 0.00, 0.00, 0.00, 0.00, 0.01, 0.00]}


{"formula": "C38H48AsClN3O4PSi2SnTe", "method": "wB97M-V/def2-TZVPD", "gap_ha": 0.2221, "lumo_energy_ev": -0.34, "elements": ["Sn", "Cl", "C", "C", "C", "C", "O", "C", "C", "N", "C", "C", "C", "C", "C", "C", "C", "C", "N", "C", "C", "H", "H", "H", "H", "H", "H", "H", "H", "H", "H", "N", "C", "C", "C", "C", "C", "C", "C", "C", "C", "C", "C", "C", "H", "H", "H", "H", "H", "H", "H", "H", "H", "H", "C", "C", "O", "P", "O", "Te", "O", "C", "C", "H", "H", "H", "H", "H", "H", "H", "H", "H", "H", "C", "Si", "C", "C", "As", "Si", "C", "C", "C", "H", "H", "H", "H", "H", "H", "H", "H", "H", "H", "H", "H", "H", "H", "H", "H", "H", "H"], "positions_angstrom": [[0.08972, -0.39091, 0.23064], [-7.77368, 1.65516, -0.94205], [-6.08854, 1.76503, -0.50970], [-5.71766, 1.87541, 0.82063], [-4.37230, 1.97034, 1.14044], [-3.38649, 1.93828, 0.15345], [-2.05294, 2.05499, 0.37149], [-3.76399, 1.80096, -1.16882], [-2.80823, 1.77892, -2.28868], [-1.66549, 1.24468, -2.21391], [-0.87779, 1.11001, -3.37387], [-1.34285, 0.50121, -4.50690], [-0.50641, 0.30001, -5.63177], [0.79058, 0.71655, -5.60636], [1.30054, 1.35338, -4.44305], [2.63797, 1.79893, -4.34336], [3.06526, 2.40235, -3.19978], [2.13729, 2.58572, -2.14597], [0.89528, 2.18962, -2.19567], [0.47074, 1.55411, -3.32179], [-5.11613, 1.74024, -1.49161], [-6.47059, 1.88012, 1.59768], [-4.08583, 2.03835, 2.18569], [-3.16808, 2.25143, -3.21514], [-2.35868, 0.12701, -4.52319], [-0.90474, -0.19728, -6.50825], [1.44583, 0.55891, -6.45625], [3.30879, 1.64789, -5.18173], [4.08859, 2.73724, -3.08674], [2.44116, 3.08845, -1.22928], [-5.40720, 1.67118, -2.53300], [-1.79752, -1.98365, 0.08412], [-3.00877, -1.69930, 0.79428], [-4.22821, -1.74557, 0.12703], [-5.41408, -1.51922, 0.80529], [-5.37290, -1.23037, 2.16222], [-4.14969, -1.15503, 2.81124], [-2.93886, -1.39645, 2.15446], [-1.64820, -1.33201, 2.91624], [-1.68099, -1.78760, 4.24421], [-0.61498, -1.60334, 5.10482], [0.51724, -0.94752, 4.63592], [0.57738, -0.55998, 3.30594], [-0.47562, -0.75581, 2.40399], [-1.29379, -2.75856, 0.51847], [-1.98576, -2.22150, -0.88216], [-4.24043, -1.97867, -0.93418], [-6.35949, -1.57373, 0.27858], [-6.29002, -1.06050, 2.71262], [-4.12505, -0.88579, 3.85978], [-2.55575, -2.31987, 4.59835], [-0.66424, -1.97396, 6.12129], [1.35885, -0.76240, 5.29490], [1.49616, -0.10020, 2.95300], [-0.51819, 4.62065, -1.19500], [0.54355, 4.83959, -0.14452], [1.26980, 3.60125, 0.11233], [1.03481, 2.69526, 1.38234], [1.89432, 1.49234, 1.27229], [-1.30871, 2.72886, 2.09793], [1.29473, 3.61355, 2.65939], [2.62287, 4.12643, 2.96966], [3.47789, 3.07294, 3.64340], [-0.86947, 5.58664, -1.56752], [-1.36507, 4.06955, -0.78717], [-0.11108, 4.04273, -2.02422], [0.11503, 5.21292, 0.78475], [1.29432, 5.55061, -0.47952], [2.45037, 4.97572, 3.62137], [3.08272, 4.48837, 2.04922], [2.98545, 2.70136, 4.54355], [4.43623, 3.51360, 3.92785], [3.66138, 2.23069, 2.97597], [4.75828, -2.95318, -0.01431], [3.48930, -2.67304, 1.31944], [3.87040, -1.06187, 2.18067], [3.70118, -4.04168, 2.56742], [1.26373, -2.82501, 0.62995], [1.48472, -3.56173, -1.57444], [-0.19192, -3.42787, -2.42443], [1.91772, -5.37652, -1.57287], [2.64303, -2.63796, -2.71652], [5.74694, -3.06180, 0.44506], [4.79441, -2.11707, -0.71889], [4.54152, -3.86439, -0.58083], [4.94836, -0.87068, 2.16163], [3.54524, -1.11464, 3.22532], [3.35901, -0.21598, 1.71433], [4.70943, -4.02949, 2.99797], [3.52841, -5.02175, 2.10975], [2.97372, -3.92357, 3.37758], [-0.96133, -4.00623, -1.89951], [-0.11662, -3.81982, -3.44377], [-0.51462, -2.37881, -2.49579], [1.22296, -5.91918, -0.92491], [2.92987, -5.56011, -1.19494], [1.84903, -5.79249, -2.58403], [2.43691, -1.55816, -2.65432], [2.47382, -2.95738, -3.75081], [3.69613, -2.78989, -2.47445]], "atomic_forces_ev_per_a": [[-0.2, -0.4, 0.3], [0.1, 0.0, 0.0], [0.1, 0.0, 0.1], [0.1, 0.0, -0.1], [0.2, 0.0, 0.2], [0.4, 0.1, 0.7], [-0.2, -0.2, 0.5], [-0.5, 0.1, -0.9], [0.1, 0.0, -0.2], [-0.1, -0.2, -0.3], [-0.3, 0.2, 0.3], [-0.1, -0.2, -0.2], [-0.1, 0.0, 0.1], [0.0, 0.0, 0.1], [0.0, -0.1, -0.1], [0.1, 0.0, -0.1], [-0.1, -0.1, 0.0], [0.6, -0.1, -0.3], [0.2, -0.4, -0.2], [0.2, 0.2, 0.1], [-0.2, 0.0, -0.1], [0.0, 0.0, 0.0], [0.0, 0.0, 0.0], [0.0, -0.1, 0.0], [0.0, 0.0, 0.0], [0.0, 0.0, 0.1], [0.0, 0.0, 0.1], [0.0, 0.0, 0.0], [0.0, 0.0, 0.0], [0.2, -0.3, -0.6], [0.0, 0.0, 0.0], [-0.2, 0.0, 0.0], [0.2, 0.0, -0.1], [0.1, 0.1, -0.1], [0.0, 0.0, 0.1], [0.1, -0.1, -0.1], [0.0, 0.0, 0.0], [0.1, 0.0, 0.1], [-0.3, 0.1, 0.1], [0.0, 0.0, -0.1], [0.1, 0.0, -0.1], [-0.1, 0.0, 0.0], [0.1, 0.0, 0.1], [0.2, 0.1, -0.1], [0.0, 0.0, 0.0], [0.0, -0.1, 0.0], [0.0, 0.0, 0.1], [0.0, 0.0, 0.0], [0.0, 0.0, 0.0], [0.0, 0.0, 0.0], [0.0, 0.1, 0.0], [0.0, 0.0, 0.0], [0.0, 0.0, 0.0], [-0.1, 0.0, 0.0], [-0.1, 0.2, -0.2], [0.0, -0.1, 0.0], [-0.7, 0.7, 1.0], [0.3, 0.0, -0.1], [-0.5, 0.5, 0.1], [-0.2, -0.1, -0.2], [0.4, 0.2, 0.2], [0.1, -0.3, 0.0], [0.0, 0.0, 0.0], [0.0, 0.0, 0.1], [0.0, 0.0, 0.0], [-0.2, 0.2, 0.2], [0.0, 0.0, 0.1], [0.1, 0.0, 0.0], [-0.1, 0.1, 0.1], [0.0, 0.0, -0.1], [0.0, 0.0, 0.0], [0.0, 0.0, 0.0], [0.0, 0.0, 0.0], [0.1, 0.0, -0.3], [-0.1, -0.1, 0.1], [0.0, 0.3, 0.1], [0.0, -0.2, 0.2], [0.0, -0.1, -0.3], [-0.1, 0.1, 0.0], [-0.2, 0.1, 0.1], [0.2, -0.3, 0.0], [0.1, 0.4, 0.0], [-0.1, 0.0, 0.0], [0.0, -0.1, 0.1], [0.1, 0.1, 0.1], [0.0, 0.0, 0.0], [0.1, 0.0, -0.1], [0.1, 0.0, 0.0], [-0.1, 0.0, 0.0], [0.0, 0.1, 0.1], [0.1, 0.0, -0.1], [0.1, 0.1, -0.1], [0.0, 0.0, 0.0], [0.0, -0.1, 0.0], [0.0, 0.0, -0.1], [-0.1, 0.0, -0.1], [0.0, 0.0, 0.1], [0.1, -0.2, -0.1], [0.0, 0.0, 0.1], [-0.1, 0.0, -0.1]], "lowdin_charge": [0.92, 0.65, -0.67, -0.10, -0.05, -0.36, -0.58, -0.13, -0.08, 0.12, -0.22, -0.02, -0.07, -0.04, -0.15, -0.02, -0.03, -0.12, 0.11, -0.17, -0.06, 0.11, 0.08, 0.14, 0.11, 0.10, 0.11, 0.12, 0.10, 0.10, 0.12, -0.02, -0.24, -0.03, -0.09, -0.09, -0.04, -0.13, -0.21, -0.05, -0.09, -0.09, -0.19, -0.37, 0.02, 0.06, 0.12, 0.11, 0.10, 0.11, 0.11, 0.10, 0.10, 0.05, -0.07, -0.24, -0.33, 0.25, -0.40, 1.35, -0.36, -0.23, -0.07, 0.09, 0.05, 0.06, 0.09, 0.12, 0.12, 0.12, 0.09, 0.08, 0.06, -0.23, 0.18, -0.23, -0.25, 0.70, 0.15, -0.24, -0.24, -0.22, 0.03, 0.03, 0.01, 0.03, 0.03, -0.01, 0.03, 0.02, 0.02, 0.03, 0.03, 0.01, 0.02, 0.02, 0.03, 0.03, 0.03, 0.00]}


The records above yield energy above the lowest of the compared OMol25 structures with the same formula, charge and spin values of 0.042 0.000 0.319 eV, respectively.